{
  "formula": "C36H35F5N2O6",
  "method": "wB97M-V/def2-TZVPD",
  "e_above_lowest_ev": 0.000,
  "homo_lumo_gap_ev": 3.578,
  "energy_ha": -2453.015683,
  "lumo_energy_ev": -2.62,
  "homo_energy_ev": -6.20,
  "species": ["C", "N", "C", "O", "C", "C", "C", "C", "F", "C", "F", "C", "F", "C", "F", "C", "F", "N", "C", "C", "C", "C", "C", "C", "C", "C", "C", "C", "C", "C", "H", "H", "H", "H", "H", "H", "H", "H", "H", "H", "H", "H", "H", "H", "H", "H", "H", "H", "H", "H", "C", "C", "O", "C", "C", "C", "C", "C", "C", "C", "C", "C", "O", "C", "O", "O", "C", "C", "O", "H", "H", "H", "H", "H", "H", "H", "H", "H", "H", "H", "H", "H", "H", "H"],
  "coordinates": [[4.1353, 3.3491, -0.3609], [3.6939, 2.0226, -0.0011], [3.4009, 1.6614, 1.2843], [3.6040, 2.3262, 2.2953], [2.8451, 0.2328, 1.2328], [1.3550, 0.1638, 1.5939], [1.1322, 0.6696, 2.9866], [0.6328, 1.9486, 3.2385], [0.3461, 2.7602, 2.1864], [0.5123, 2.4572, 4.5285], [0.0668, 3.7137, 4.7312], [0.8889, 1.6651, 5.6155], [0.7993, 2.1499, 6.8677], [1.3828, 0.3789, 5.3960], [1.7866, -0.3739, 6.4397], [1.4852, -0.0982, 4.0935], [2.0405, -1.3309, 3.8863], [3.1733, -0.1608, -0.1411], [3.0217, -1.4284, -0.5571], [3.1327, -1.8410, -1.8794], [3.1814, -3.1772, -2.2413], [3.1692, -3.6223, -3.6082], [2.8261, -4.9672, -3.9353], [2.8685, -5.4241, -5.2540], [3.2182, -4.5472, -6.2973], [3.5023, -3.2030, -6.0091], [3.4754, -2.7411, -4.6912], [3.5572, 0.9751, -0.9985], [2.4700, 1.3680, -2.0079], [4.8812, 0.7853, -1.7517], [4.0596, 4.0122, 0.5041], [5.1738, 3.3316, -0.7158], [3.5107, 3.7296, -1.1779], [3.3834, -0.4027, 1.9536], [0.7797, 0.7802, 0.8880], [1.0307, -0.8865, 1.5174], [2.7844, -2.1534, 0.2274], [3.1731, -1.0835, -2.6662], [3.1577, -3.9362, -1.4512], [2.4983, -5.6200, -3.1170], [2.6180, -6.4661, -5.4745], [3.2694, -4.9063, -7.3270], [3.7395, -2.5021, -6.8144], [3.6902, -1.6874, -4.4808], [1.5490, 1.6580, -1.4840], [2.8371, 2.2191, -2.5960], [2.2501, 0.5417, -2.6865], [5.6994, 0.5915, -1.0467], [4.8162, -0.0450, -2.4562], [5.0939, 1.7032, -2.3149], [3.2198, -8.1607, -1.4820], [3.1328, -7.3011, -0.2516], [4.4916, -6.8987, 0.0976], [4.7023, -5.6698, 0.5972], [6.1358, -5.4524, 0.9296], [7.1601, -5.8101, -0.0159], [8.6287, -5.7215, 0.4020], [9.1613, -6.1659, 1.6242], [10.5248, -5.9978, 1.9089], [11.3747, -5.3553, 0.9981], [10.8513, -4.9568, -0.2373], [9.5082, -5.1905, -0.5478], [6.8772, -6.1140, -1.1866], [6.4552, -4.6925, 2.1346], [7.5254, -4.1245, 2.3690], [5.4497, -4.6628, 3.0230], [5.8068, -3.8743, 4.1742], [4.5394, -3.6797, 4.9407], [3.8358, -4.8121, 0.7109], [2.2170, -8.3971, -1.8475], [3.7605, -7.6433, -2.2831], [3.7259, -9.1065, -1.2579], [2.5243, -6.4108, -0.4249], [2.7312, -7.8691, 0.5934], [8.5101, -6.6634, 2.3471], [10.9138, -6.3578, 2.8624], [12.4244, -5.1720, 1.2531], [11.4799, -4.4521, -0.9682], [9.1099, -4.9216, -1.5288], [6.5616, -4.3935, 4.7760], [6.2234, -2.9139, 3.8579], [4.7166, -3.0404, 5.8048], [3.7915, -3.1936, 4.3086], [4.1461, -4.6343, 5.2991]],
  "mulliken_charge": [-0.943, 0.303, 0.059, -0.683, -0.120, -0.849, 0.003, 0.273, -0.361, 0.241, -0.288, 0.628, -0.286, 0.022, -0.284, 0.293, -0.240, 0.568, 0.098, 0.108, -0.063, 0.531, -0.350, -0.616, -0.372, -0.674, -0.322, 0.053, -1.514, -1.580, 0.370, 0.299, 0.327, 0.548, 0.418, 0.506, 0.679, -0.285, 0.093, 0.379, 0.388, 0.378, 0.380, 0.363, 0.329, 0.523, 0.353, 0.384, 0.409, 0.491, -1.274, -0.070, -0.362, 0.253, 0.423, 0.335, 0.558, -0.109, -0.602, -0.419, -0.466, -0.549, -0.782, 0.320, -0.739, -0.227, -0.239, -1.032, -0.712, 0.392, 0.287, 0.354, 0.197, 0.304, 0.378, 0.346, 0.354, 0.342, 0.358, 0.249, 0.319, 0.423, 0.101, 0.317]
}

---

{
  "formula": "C36H35GeN8O3STi",
  "method": "wB97M-V/def2-TZVPD",
  "s2": 2.0098,
  "e_above_lowest_ev": 0.000,
  "charge": 3,
  "homo_lumo_gap_ev": [6.815, 5.383],
  "spin_multiplicity": 3,
  "energy_ha": -5380.413666,
  "lumo_energy_ev": [-8.46, -9.94],
  "homo_energy_ev": [-15.28, -15.32],
  "species": ["Ti", "N", "C", "C", "C", "C", "C", "C", "S", "N", "C", "C", "C", "C", "C", "C", "N", "H", "H", "H", "H", "H", "H", "H", "H", "H", "O", "C", "N", "C", "O", "C", "C", "C", "C", "N", "C", "H", "H", "H", "H", "H", "H", "H", "H", "C", "N", "C", "C", "C", "N", "C", "O", "N", "H", "H", "H", "H", "H", "H", "H", "Ge", "C", "C", "C", "C", "C", "C", "C", "C", "C", "C", "C", "C", "H", "H", "H", "H", "H", "H", "H", "H", "H", "H", "H"],
  "coordinates": [[1.0713, 0.1762, 0.2134], [-0.9140, -3.2834, 0.7500], [-1.3982, -3.5366, 2.0807], [-2.3048, -4.5581, 2.2737], [-2.7675, -4.8335, 3.5545], [-2.3200, -4.0806, 4.6254], [-1.4090, -3.0473, 4.4208], [-0.9495, -2.7851, 3.1453], [0.2363, -1.4916, 2.9333], [0.3889, -1.4195, 1.2175], [-0.0974, -2.3233, 0.3999], [0.4475, -2.2519, -1.0053], [0.2358, -3.1853, -1.9846], [0.9868, -3.1251, -3.1605], [1.9433, -2.1464, -3.3050], [2.0846, -1.2183, -2.2889], [1.3406, -1.2536, -1.1753], [-1.2426, -3.9171, 0.0379], [-2.6517, -5.1458, 1.4283], [-3.4714, -5.6405, 3.7083], [-2.6724, -4.2934, 5.6263], [-1.0546, -2.4574, 5.2602], [-0.4982, -3.9709, -1.8607], [0.8240, -3.8518, -3.9466], [2.5513, -2.0631, -4.1970], [2.7823, -0.3974, -2.3856], [-0.3123, -0.6823, -6.6784], [-0.0315, 0.6392, -7.0843], [0.0271, 1.4585, -5.8950], [0.9684, 1.2801, -4.9543], [1.9089, 0.5091, -5.0371], [0.8093, 2.0201, -3.6480], [1.2974, 3.2944, -3.4029], [1.3692, 3.7411, -2.0898], [1.0759, 2.8686, -1.0659], [0.6492, 1.6028, -1.2956], [0.4461, 1.2470, -2.5756], [-0.0623, -1.2746, -7.3967], [-0.8347, 1.0396, -7.6998], [0.9122, 0.7066, -7.6197], [-0.7128, 2.1203, -5.7311], [1.6134, 3.9323, -4.2215], [1.6840, 4.7494, -1.8582], [1.1625, 3.1768, -0.0371], [0.0053, 0.2764, -2.7505], [3.9159, 2.7022, 2.8811], [4.0698, 1.2735, 2.5129], [5.1008, 0.5082, 2.9975], [5.2339, -0.7864, 2.6615], [4.2690, -1.3399, 1.7759], [3.2671, -0.5783, 1.3020], [3.1915, 0.6842, 1.6887], [2.1939, 1.3683, 1.2137], [4.3261, -2.6083, 1.3941], [4.7078, 2.9570, 3.5783], [2.9508, 2.8600, 3.3508], [3.9994, 3.3215, 1.9938], [5.7908, 1.0103, 3.6620], [6.0519, -1.3771, 3.0486], [5.0674, -3.2146, 1.7059], [3.6465, -2.9784, 0.7523], [-1.1196, 1.1524, 1.3437], [-1.7273, 2.7572, 0.4669], [-2.3995, 2.7510, -0.7589], [-2.9770, 3.9169, -1.2328], [-2.8738, 5.0952, -0.4932], [-2.1929, 5.1099, 0.7157], [-1.6025, 3.9428, 1.1945], [-2.5493, -0.0299, 1.8175], [-2.8616, -0.1120, 3.1778], [-4.0420, -0.7285, 3.5767], [-4.8887, -1.2894, 2.6283], [-4.5633, -1.2425, 1.2754], [-3.3968, -0.6139, 0.8692], [-0.4601, 1.5988, 2.6689], [-2.4974, 1.8370, -1.3352], [-3.5218, 3.9128, -2.1692], [-3.3297, 6.0044, -0.8642], [-2.1202, 6.0263, 1.2886], [-1.0693, 3.9618, 2.1391], [-2.1991, 0.3137, 3.9232], [-4.3014, -0.7684, 4.6277], [-5.8114, -1.7616, 2.9426], [-5.2316, -1.6786, 0.5426], [-3.1636, -0.5623, -0.1890]],
  "lowdin_spin": [1.220, 0.029, -0.001, 0.004, -0.001, 0.004, 0.000, 0.004, 0.010, 0.033, 0.022, 0.009, 0.004, 0.010, 0.001, 0.014, 0.005, 0.001, 0.000, 0.000, 0.000, 0.000, 0.000, 0.000, 0.000, 0.001, 0.000, 0.000, 0.000, 0.000, 0.000, -0.001, 0.010, -0.001, 0.011, 0.017, 0.012, 0.000, 0.000, 0.000, 0.000, 0.000, 0.000, 0.001, 0.001, 0.000, 0.000, 0.000, 0.000, 0.001, 0.005, 0.003, 0.008, 0.000, 0.000, 0.000, 0.000, 0.000, 0.000, 0.000, 0.000, 0.264, 0.072, 0.014, 0.002, 0.021, 0.003, 0.030, 0.054, 0.025, 0.002, 0.019, 0.001, 0.013, 0.034, 0.001, 0.000, 0.001, 0.000, 0.003, 0.002, 0.000, 0.001, 0.000, 0.001]
}

---

{
  "formula": "C36H35N2O5PV",
  "method": "wB97M-V/def2-TZVPD",
  "s2": 0.8337,
  "e_above_lowest_ev": 3.528,
  "charge": 2,
  "homo_lumo_gap_ev": [6.838, 7.096],
  "spin_multiplicity": 2,
  "energy_ha": -3163.291026,
  "lumo_energy_ev": [-6.93, -6.67],
  "homo_energy_ev": [-13.77, -13.77],
  "species": ["V", "C", "C", "C", "C", "C", "C", "C", "C", "C", "C", "H", "H", "H", "H", "H", "H", "H", "H", "H", "H", "H", "H", "H", "H", "H", "O", "C", "O", "C", "C", "C", "C", "C", "N", "C", "O", "O", "H", "H", "H", "H", "O", "N", "C", "C", "C", "C", "C", "C", "C", "P", "C", "C", "C", "C", "C", "C", "C", "C", "C", "C", "C", "C", "H", "H", "H", "H", "H", "H", "H", "H", "H", "H", "H", "H", "H", "H", "H", "H"],
  "coordinates": [[-0.9780, -0.2281, -1.5467], [-3.0512, 0.0693, -2.4350], [-2.1125, -0.0028, -3.4998], [-1.4453, -1.2679, -3.4364], [-2.0531, -1.9912, -2.4019], [-3.0938, -1.2183, -1.8036], [-4.0367, -1.5850, -0.6628], [-1.6305, -3.3470, -1.9185], [-0.3279, -1.7071, -4.3048], [-1.9793, 0.9595, -4.6421], [-3.9397, 1.1957, -2.1179], [-4.1122, -0.7983, 0.1077], [-3.6441, -2.5077, -0.2281], [-5.0233, -1.7846, -1.1296], [-0.6287, -3.6043, -2.1817], [-2.2354, -4.1782, -2.2301], [-1.7765, -3.3823, -0.7900], [0.0850, -2.6691, -4.0714], [0.4658, -0.9438, -4.3295], [-0.7228, -1.8767, -5.3172], [-0.9078, 1.1052, -4.9098], [-2.4721, 1.9001, -4.4388], [-2.5006, 0.5634, -5.5381], [-3.8384, 1.5421, -1.0901], [-4.9576, 0.9057, -2.2622], [-3.7588, 2.0431, -2.7831], [0.2572, 3.6290, -2.7147], [-0.1726, 2.5855, -2.0650], [-0.1205, 1.4581, -2.5518], [-0.6787, 2.7153, -0.6762], [-0.7608, 3.8622, 0.0711], [-1.1237, 3.6322, 1.4492], [-1.1934, 2.3533, 1.9191], [-1.1653, 1.2650, 0.9935], [-0.9604, 1.4721, -0.2849], [-1.0630, -0.2563, 1.1279], [-0.1474, -0.4534, 2.9852], [-1.5848, -0.9031, 0.0542], [0.7277, 3.4142, -3.5669], [-0.6698, 4.8907, -0.3289], [-1.1918, 4.4367, 2.1715], [-1.2606, 2.2477, 2.9863], [0.9680, -1.3113, -1.5398], [2.1635, -0.7700, -2.1694], [3.2036, -0.7746, -1.4207], [3.5659, -1.2325, -0.0445], [4.5125, -2.2692, 0.0251], [4.9813, -2.6608, 1.2717], [4.6591, -1.9436, 2.4367], [3.7594, -0.8707, 2.3579], [3.1497, -0.5851, 1.1156], [1.7221, 0.5654, 0.9778], [1.9989, 1.7686, 2.3229], [2.3409, 3.1112, 1.9113], [2.4344, 4.1681, 2.8049], [2.1184, 3.9724, 4.1404], [1.8322, 2.6914, 4.5907], [1.8523, 1.5971, 3.7288], [0.4120, -0.6179, 1.6347], [0.7131, -2.1070, 1.3633], [-0.0638, -3.1579, 1.6729], [-1.3395, -3.1105, 2.3651], [-1.9971, -2.0117, 2.7075], [-1.4945, -0.6222, 2.5720], [1.1791, -1.9041, -0.7726], [4.0500, -0.3709, -1.9759], [4.8000, -2.7454, -0.8825], [5.6893, -3.5408, 1.4056], [5.0786, -2.1816, 3.3948], [3.4643, -0.2992, 3.2056], [2.5814, 3.3102, 0.8314], [2.7364, 5.1347, 2.4926], [2.1753, 4.7610, 4.8785], [1.6884, 2.4622, 5.6210], [1.6182, 0.6042, 4.1214], [1.6864, -2.3632, 0.9252], [0.3731, -4.1227, 1.5150], [-1.8112, -4.0738, 2.5327], [-2.9010, -2.2020, 3.2515], [-2.1171, 0.1610, 3.0225]],
  "lowdin_spin": [1.241, -0.027, -0.056, -0.041, -0.017, -0.074, -0.009, 0.002, -0.006, -0.007, 0.000, -0.002, 0.000, -0.004, 0.000, 0.000, 0.000, 0.000, -0.001, -0.003, -0.002, 0.000, -0.004, 0.000, -0.001, 0.000, 0.003, 0.005, -0.002, 0.002, 0.001, 0.008, -0.001, 0.009, 0.000, -0.001, -0.001, -0.029, 0.000, 0.000, 0.000, 0.000, 0.013, 0.004, 0.000, 0.000, 0.000, 0.000, 0.000, 0.000, 0.000, 0.001, 0.000, 0.000, 0.000, 0.000, 0.000, 0.000, -0.002, 0.000, 0.000, 0.000, 0.000, -0.001, 0.000, 0.000, 0.000, 0.000, 0.000, 0.000, 0.000, 0.000, 0.000, 0.000, 0.000, 0.000, 0.000, 0.000, 0.000, 0.000]
}

---

Number 1: maximum force 2.22 eV Å⁻¹. Number 2: maximum force 1.94 eV Å⁻¹. Number 3: maximum force 2.76 eV Å⁻¹.